1.
Below is C11H18N2O2 as an isolated structure, with properties calculated with ωB97M-V/def2-TZVPD.

Last column: natural (NBO) charge in e.
Positions of all 33 atoms, in Å:
C: 0.34 -2.46 1.10  -0.12
C: -0.02 -3.21 0.04  0.32
C: 0.31 -1.85 -2.20  0.69
C: -0.08 2.83 -0.37  -0.41
C: -1.22 1.97 0.05  -0.41
C: 1.15 2.51 0.44  -0.40
C: -0.91 0.45 0.00  -0.42
C: 1.55 1.00 0.29  -0.42
C: 0.39 0.08 0.75  0.15
C: -0.13 -3.12 -2.96  -0.71
C: 0.29 0.17 2.26  -0.64
N: 0.52 -1.36 0.35  -0.25
N: 0.07 -2.06 -0.86  -0.31
O: 0.76 -0.83 -2.71  -0.60
O: -0.45 -4.47 -0.18  -0.68
H: 0.46 -2.57 2.14  0.23
H: 0.24 2.61 -1.40  0.21
H: -0.46 3.90 -0.13  0.21
H: -1.55 2.10 1.15  0.20
H: -2.01 2.26 -0.70  0.22
H: 1.98 3.07 0.08  0.21
H: 1.06 2.90 1.47  0.19
H: -1.78 -0.12 0.38  0.21
H: -0.81 0.00 -1.09  0.23
H: 1.57 0.82 -0.73  0.22
H: 2.49 0.68 0.73  0.21
H: 0.76 -3.69 -3.32  0.23
H: -0.85 -2.85 -3.68  0.24
H: -0.59 -3.85 -2.38  0.23
H: 1.13 -0.22 2.87  0.22
H: -0.69 -0.31 2.54  0.21
H: 0.18 1.21 2.44  0.23
H: 0.23 -5.10 -0.42  0.48

Output
LUMO level = 0.59 eV
ΔE to the lowest compared entry with this formula, charge and spin = 5.927 eV
Charge = 0



2.
Below is one molecule with the formula C11H18N2O2, with properties calculated with ωB97M-V/def2-TZVPD.

Last column: natural (NBO) charge in e.
Positions of all 33 atoms, in Å:
C: -0.97 -2.09 -2.42  -0.61
C: 0.54 -1.86 -2.60  -0.21
C: 1.02 -2.41 -3.93  -0.60
C: 0.92 -0.38 -2.44  -0.44
C: 0.60 0.18 -1.06  0.17
N: 1.10 -0.45 -0.02  -0.37
C: 0.76 -0.03 1.28  -0.11
C: -0.08 1.02 1.56  0.20
C: -0.43 1.43 2.99  -0.27
C: -1.01 0.31 3.83  -0.59
C: 0.77 2.02 3.68  -0.59
N: -0.65 1.71 0.46  -0.08
O: -1.60 2.72 0.63  -0.53
C: -0.33 1.31 -0.84  0.55
O: -0.92 1.95 -1.73  -0.67
H: -1.26 -1.86 -1.40  0.21
H: -1.55 -1.43 -3.06  0.20
H: -1.29 -3.11 -2.67  0.21
H: 1.03 -2.45 -1.82  0.21
H: 0.57 -1.81 -4.71  0.20
H: 2.14 -2.33 -4.02  0.21
H: 0.71 -3.47 -4.07  0.21
H: 1.99 -0.20 -2.65  0.23
H: 0.39 0.18 -3.21  0.23
H: 1.15 -0.63 2.11  0.21
H: -1.21 2.18 2.89  0.23
H: -0.31 -0.50 4.02  0.21
H: -1.80 -0.15 3.20  0.21
H: -1.50 0.67 4.72  0.22
H: 0.58 2.27 4.74  0.22
H: 1.06 2.99 3.21  0.22
H: 1.59 1.31 3.57  0.21
H: -2.02 2.90 -0.24  0.52

Output
LUMO level = 0.32 eV
ΔE to the lowest compared entry with this formula, charge and spin = 3.556 eV
SMILES = CC(C)Cc1ncc(C(C)C)n(O)c1=O
Charge = 0



3.
Below is C11H18N2OS as an isolated structure, with properties calculated with ωB97M-V/def2-TZVPD.

Last column: natural (NBO) charge in e.
Positions of all 33 atoms, in Å:
C: -2.21 3.05 0.60  -0.62
C: -0.65 2.88 0.53  -0.27
C: -0.53 1.16 -0.90  -0.27
C: 0.25 0.28 -0.07  -0.02
C: -0.40 -0.78 0.63  -0.07
C: -1.89 -1.01 0.77  -0.62
C: -1.85 -3.17 -0.78  -0.81
C: 0.58 -1.71 1.14  0.04
C: 2.48 -0.85 0.33  0.16
C: 4.05 -1.12 -0.23  -0.70
C: 1.66 0.29 -0.13  0.24
H: -2.76 2.60 1.64  0.23
H: -2.66 4.06 0.26  0.22
H: -2.54 2.34 -0.52  0.19
H: -0.21 3.69 0.93  0.20
H: -0.54 2.16 1.46  0.16
H: 1.03 2.55 -0.59  0.38
H: -1.53 1.06 -0.77  0.22
H: -0.27 0.94 -2.06  0.22
H: -2.62 -0.26 1.45  0.28
H: -2.08 -1.93 1.52  0.24
H: -0.71 -3.02 -0.59  0.25
H: -2.43 -3.88 0.05  0.22
H: -2.13 -3.67 -1.83  0.25
H: 0.09 -2.62 1.46  0.17
H: 4.68 -2.16 0.01  0.28
H: 4.73 -0.27 -0.04  0.22
H: 3.96 -1.12 -1.50  0.21
H: 3.20 0.56 -1.15  0.51
N: 0.01 2.53 -0.76  -0.60
N: 1.82 -1.87 0.99  -0.42
O: 2.21 0.96 -1.15  -0.69
S: -2.74 -1.66 -0.71  0.23

Output
LUMO level = 0.44 eV
ΔE to the lowest compared entry with this formula, charge and spin = 7.590 eV
Charge = 0



4.
Below is one molecule with the formula C11H18N2S, with properties calculated with ωB97M-V/def2-TZVPD.

Last column: natural (NBO) charge in e.
Positions of all 32 atoms, in Å:
C: 0.98 2.05 -0.65  -0.65
C: -0.22 1.20 -0.22  0.01
C: -1.25 1.98 0.52  -0.66
C: -1.06 0.45 -1.37  -0.21
C: -0.25 -0.35 -2.45  -0.41
C: 0.57 -1.20 -1.54  -0.42
C: -0.23 -1.28 -0.17  -0.05
C: -0.16 -2.66 0.54  -0.62
C: -1.57 -0.86 -0.60  -0.43
C: 0.36 -0.19 0.73  -0.03
N: -0.32 0.02 1.97  -0.14
N: 0.35 0.24 2.95  -0.11
C: 1.73 0.25 2.76  -0.41
S: 2.07 -0.44 1.10  0.18
H: 1.94 1.44 -0.77  0.23
H: 1.28 2.88 0.14  0.22
H: 0.80 2.62 -1.59  0.22
H: -2.27 1.84 0.31  0.22
H: -1.07 3.07 0.50  0.21
H: -1.21 1.79 1.59  0.24
H: -1.85 1.07 -1.83  0.22
H: 0.34 0.37 -3.14  0.21
H: -0.91 -0.93 -3.05  0.21
H: 0.84 -2.18 -1.78  0.22
H: 1.51 -0.57 -1.31  0.21
H: -0.52 -2.50 1.65  0.22
H: 0.81 -3.21 0.52  0.23
H: -0.86 -3.28 -0.02  0.21
H: -2.36 -0.74 0.15  0.23
H: -1.86 -1.75 -1.23  0.21
H: 2.14 1.26 2.82  0.23
H: 2.26 -0.38 3.48  0.23

Output
LUMO level = 0.70 eV
ΔE to the lowest compared entry with this formula, charge and spin = 2.262 eV
SMILES = CC1(C)[C@H]2CC[C@](C)(C2)[C@]12N=NCS2
Charge = 0



5.
Below is a 2-piece molecular cluster, C11H18N3 overall, with properties calculated with ωB97M-V/def2-TZVPD.

Last column: natural (NBO) charge in e.
Positions of all 32 atoms, in Å:
C: -2.44 -1.08 -0.02  0.29
C: -2.24 0.00 -0.96  -0.47
C: -1.66 -1.35 1.06  -0.42
C: -0.85 2.25 -0.53  -0.39
C: -0.08 2.10 0.80  -0.43
C: 3.57 0.07 -0.04  -0.23
C: 2.58 -0.25 -1.16  -0.25
C: -0.85 0.75 -0.72  -0.24
C: -0.92 -0.30 1.62  -0.22
C: -0.46 0.62 0.74  -0.02
C: 1.73 -1.20 0.66  0.41
N: -3.48 -1.87 -0.36  -0.79
N: 2.79 -0.56 1.09  -0.54
N: 1.62 -1.22 -0.66  -0.54
H: -2.03 -0.51 -1.92  0.24
H: -3.16 0.59 -1.19  0.24
H: -1.92 -2.15 1.61  0.21
H: 1.13 -1.73 1.32  0.25
H: -1.88 2.55 -0.41  0.22
H: -0.36 2.97 -1.16  0.22
H: 0.97 2.18 0.78  0.19
H: -0.48 2.76 1.54  0.22
H: 4.62 -0.28 -0.13  0.24
H: 3.60 1.16 0.16  0.23
H: 2.02 0.59 -1.46  0.22
H: 3.14 -0.67 -2.10  0.24
H: -0.10 0.37 -1.48  0.18
H: -0.84 0.06 2.65  0.24
H: -3.59 -2.77 0.12  0.40
H: 3.05 -0.41 2.14  0.46
H: -4.28 -1.37 -0.76  0.40
H: 0.81 -1.30 -1.27  0.45

Output
LUMO level = -2.71 eV
ΔE to the lowest compared entry with this formula, charge and spin = 2.943 eV
Charge = +1



6.
Below is an isolated ion of composition C11H18N3S and charge +1, with properties calculated with ωB97M-V/def2-TZVPD.

Last column: natural (NBO) charge in e.
Positions of all 33 atoms, in Å:
C: -0.17 2.36 4.72  -0.60
C: -0.32 1.51 3.46  -0.42
C: -0.41 2.39 2.23  -0.51
S: -1.09 1.57 0.75  0.25
C: 0.27 0.51 0.08  -0.06
C: 0.88 -0.34 1.07  0.21
N: 1.38 -1.04 1.82  -0.22
C: 1.30 1.24 -0.77  -0.49
C: 2.00 0.30 -1.68  -0.03
C: 1.43 -0.82 -2.16  -0.31
C: 0.06 -1.17 -1.84  0.52
N: -0.61 -2.08 -2.52  -0.32
C: -2.03 -2.27 -2.27  -0.44
C: -0.01 -2.92 -3.53  -0.42
N: -0.54 -0.48 -0.88  -0.55
H: 0.71 3.01 4.65  0.21
H: -1.05 2.98 4.87  0.21
H: -0.04 1.72 5.59  0.23
H: -1.23 0.91 3.54  0.21
H: 0.53 0.83 3.39  0.22
H: -1.14 3.19 2.39  0.25
H: 0.55 2.85 1.97  0.22
H: 2.01 1.74 -0.11  0.26
H: 0.79 2.01 -1.36  0.27
H: 3.00 0.56 -1.99  0.24
H: 1.98 -1.44 -2.84  0.25
H: -2.56 -1.31 -2.27  0.22
H: -2.45 -2.88 -3.07  0.24
H: -2.20 -2.78 -1.32  0.23
H: -0.02 -2.43 -4.51  0.23
H: 1.01 -3.19 -3.27  0.23
H: -0.58 -3.84 -3.60  0.24
H: -1.47 -0.69 -0.54  0.44

Output
LUMO level = -3.93 eV
ΔE to the lowest compared entry with this formula, charge and spin = 0.000 eV
SMILES = CCCS[C@]1(C#N)CC=CC(=[N+](C)C)N1
Charge = +1



7.
Below is an isolated ion of composition C11H18O2P and charge +1, with properties calculated with ωB97M-V/def2-TZVPD.

Last column: natural (NBO) charge in e.
Positions of all 32 atoms, in Å:
C: 0.24 -1.58 -0.04  0.20
C: 1.60 -0.98 -0.13  0.02
C: -0.73 -0.64 0.04  -0.47
C: 1.68 0.34 0.07  -0.30
C: -2.18 -0.70 -0.05  0.76
C: -0.01 -3.02 -0.10  -0.68
C: 2.78 -1.83 -0.50  -0.66
C: 2.91 1.14 0.21  -0.66
C: -4.04 0.54 -0.72  -0.27
C: -0.18 1.55 2.07  -0.93
C: -0.32 2.38 -0.73  -0.92
O: -2.84 -1.66 0.07  -0.54
O: -2.70 0.53 -0.37  -0.54
P: 0.02 0.99 0.35  1.53
H: 0.05 -3.41 0.86  0.26
H: 0.57 -3.43 -0.94  0.24
H: -1.02 -3.16 -0.45  0.27
H: 2.70 -2.11 -1.59  0.25
H: 2.67 -2.78 0.05  0.25
H: 3.67 -1.14 -0.42  0.24
H: 3.03 1.58 -0.80  0.25
H: 3.90 0.66 0.35  0.26
H: 2.72 2.01 1.00  0.23
H: -4.12 0.69 -1.87  0.19
H: -4.34 1.43 -0.20  0.20
H: -4.60 -0.36 -0.56  0.23
H: 0.77 1.30 2.63  0.28
H: -0.97 1.13 2.48  0.26
H: -0.10 2.65 2.09  0.27
H: -1.31 2.58 -0.57  0.27
H: -0.16 2.02 -1.72  0.26
H: 0.29 3.26 -0.51  0.27

Output
LUMO level = -4.22 eV
ΔE to the lowest compared entry with this formula, charge and spin = 0.000 eV
Charge = +1



8.
Below is C11H19AuN5OPS as an isolated structure, with properties calculated with ωB97M-V/def2-TZVPD.

Last column: natural (NBO) charge in e.
Positions of all 39 atoms, in Å:
Au: 1.96 0.89 2.81  0.48
C: -0.68 -2.77 1.08  -0.08
N: -1.90 -1.97 0.93  -0.44
C: -2.45 -2.18 -0.40  -0.08
N: -1.50 -1.91 -1.49  -0.44
C: -0.29 -2.72 -1.27  -0.08
N: 0.31 -2.51 0.04  -0.44
C: 0.93 -1.19 0.17  -0.61
P: -0.42 0.01 0.01  1.86
C: -1.65 -0.55 1.21  -0.60
C: -1.16 -0.48 -1.58  -0.60
H: -0.96 -3.82 1.03  0.21
H: -0.23 -2.57 2.06  0.22
H: -3.33 -1.55 -0.53  0.20
H: -2.75 -3.22 -0.48  0.21
H: 0.44 -2.49 -2.05  0.21
H: -0.58 -3.77 -1.36  0.21
H: 1.69 -1.02 -0.60  0.27
H: 1.40 -1.08 1.15  0.27
H: -2.57 0.03 1.10  0.25
H: -1.28 -0.40 2.23  0.30
H: -0.46 -0.31 -2.40  0.25
H: -2.07 0.11 -1.76  0.24
C: -0.02 2.80 -1.90  -0.63
C: 0.73 2.36 -0.67  0.10
C: 1.17 3.52 0.19  -0.63
O: -0.17 1.54 0.18  -0.80
H: 0.63 3.44 -2.50  0.24
H: -0.90 3.38 -1.63  0.22
H: -0.33 1.96 -2.53  0.20
H: 1.59 1.74 -0.93  0.22
H: 0.30 4.12 0.48  0.22
H: 1.85 4.15 -0.38  0.23
H: 1.68 3.17 1.08  0.24
N: -0.57 0.28 4.53  -0.50
C: 0.42 0.56 4.00  -0.12
S: 4.14 0.57 -1.32  -0.26
C: 3.69 0.84 0.21  0.17
N: 3.31 1.03 1.30  -0.71

Output
LUMO level = 0.15 eV
ΔE to the lowest compared entry with this formula, charge and spin = 0.000 eV
Charge = 0